A 2-piece molecular cluster, C21H37N3O6P overall at a distorted geometry, computed with ωB97M-V with the def2-TZVPD basis set.

The geometry in XYZ format:
```
68
Properties=species:S:1:pos:R:3:nbo_charge:R:1
C 1.429 0.694 -0.077 -0.2597
C 0.793 1.173 -0.979 0.0337
C 0.112 1.780 -2.124 -0.2656
C -1.364 1.377 -2.232 -0.3998
C -2.340 2.548 -2.218 -0.2129
N -3.707 2.124 -2.501 -0.5225
C -4.618 3.291 -2.381 -0.2157
C -4.870 3.686 -0.940 -0.6132
C -3.700 1.722 -3.901 0.7524
C -4.032 0.297 -4.207 -0.7356
O -3.424 2.507 -4.776 -0.5769
C 0.493 3.300 -2.094 -0.4063
C 1.492 3.469 -3.281 -0.4509
P 0.742 4.051 -4.838 2.3488
O 1.778 4.244 -5.847 -1.0524
O -0.382 3.018 -5.297 -0.9791
O -0.013 5.410 -4.458 -0.9830
N 2.103 2.140 -3.479 -0.6579
C 0.967 1.280 -3.334 0.7376
O 0.685 0.366 -4.041 -0.4818
H 2.113 0.516 0.719 0.2291
H -1.492 0.799 -3.150 0.2316
H -1.650 0.699 -1.430 0.2277
H -2.019 3.288 -2.965 0.1456
H -2.266 3.064 -1.263 0.2117
H -4.230 4.153 -2.930 0.1841
H -5.568 3.003 -2.830 0.2061
H -5.567 4.524 -0.937 0.2241
H -5.296 2.876 -0.353 0.2150
H -3.968 4.048 -0.448 0.1988
H -3.270 -0.071 -4.893 0.2548
H -4.059 -0.332 -3.325 0.2331
H -4.978 0.262 -4.746 0.2590
H -0.314 4.017 -2.220 0.2256
H 0.904 3.520 -1.113 0.2308
H 2.217 4.214 -2.963 0.2591
H -1.179 2.965 -4.746 0.5088
H -0.972 5.318 -4.399 0.5053
H 2.782 2.019 -2.736 0.3907
C 0.347 -3.887 5.132 -0.6358
C 0.610 -3.501 3.668 0.1016
C 1.149 -4.697 2.865 -0.4067
C 2.584 -5.083 3.205 -0.4147
C 3.528 -3.896 3.056 -0.4078
C 3.117 -2.659 3.872 0.1014
N 1.651 -2.394 3.547 0.3559
O 1.497 -1.716 2.594 -0.1029
C 3.340 -2.893 5.378 -0.6346
C 3.956 -1.448 3.485 -0.6290
C -0.720 -3.025 3.099 -0.6300
H 0.048 -3.018 5.720 0.2341
H -0.471 -4.601 5.158 0.2490
H 1.189 -4.361 5.625 0.2247
H 1.084 -4.461 1.798 0.2276
H 0.473 -5.530 3.047 0.2565
H 2.639 -5.495 4.214 0.2157
H 2.906 -5.879 2.533 0.2563
H 4.536 -4.162 3.374 0.2571
H 3.591 -3.616 1.999 0.2273
H 2.797 -2.166 5.981 0.2342
H 4.398 -2.774 5.595 0.2499
H 3.069 -3.891 5.708 0.2232
H 3.944 -1.254 2.414 0.2341
H 4.986 -1.644 3.769 0.2497
H 3.621 -0.551 4.005 0.2372
H -1.068 -2.123 3.603 0.2371
H -1.457 -3.808 3.259 0.2485
H -0.674 -2.825 2.029 0.2398
```

Net charge: +1
Frontier orbital gap: 0.1831 hartree
E_tot: -1779.1241 a.u.

C21H38BF6N4O8PS2Sb as an isolated structure at a distorted geometry, computed with ωB97M-V with the def2-TZVPD basis set.

The geometry in XYZ format:
```
82
Properties=species:S:1:pos:R:3:lowdin_charge:R:1
C 4.285 5.149 0.419 -0.1397
C 4.785 4.664 -1.041 -0.2808
C 3.620 4.626 -2.148 -0.1952
C 2.281 3.853 -1.698 -0.2286
N 2.056 2.573 -2.485 -0.2064
C 0.810 1.984 -1.896 -0.2118
C 0.011 0.996 -2.908 -0.1573
C -0.324 -0.455 -2.218 -0.2713
C -1.714 -0.370 -1.485 -0.3427
Sb -1.880 -0.803 0.675 1.2089
C -1.999 -1.080 2.916 -0.2964
O -2.970 -0.071 3.418 -0.1853
N -2.365 0.505 4.475 -0.0790
O -3.057 1.391 4.905 -0.0127
N -3.898 -0.311 0.797 -0.1027
C -4.297 0.856 0.427 -0.4770
C -4.607 2.046 1.508 -0.0810
C -4.754 1.292 -1.084 -0.0921
B -1.146 1.273 1.168 -0.6494
N -1.459 2.537 0.484 0.1195
O -0.270 1.342 2.346 -0.0316
C -2.532 -2.924 0.292 -0.3062
O -3.048 -3.230 -0.834 -0.0226
C -2.444 -4.150 1.338 -0.2709
F -2.369 -5.365 0.553 0.0257
F -1.307 -4.151 2.185 0.0315
C -3.854 -4.277 2.157 -0.2042
F -4.675 -5.156 1.356 0.0605
F -4.569 -3.047 2.210 0.0812
C -3.703 -4.998 3.580 -0.1821
F -2.968 -4.211 4.541 0.0511
F -5.035 -5.089 4.133 0.0498
C -3.166 -6.520 3.498 -0.2788
O -4.037 -7.433 3.486 0.1168
O -1.795 -6.886 3.452 0.0589
P 0.433 -1.678 0.935 0.7361
O 1.646 -0.460 0.797 -0.4538
O 0.809 -2.959 -0.162 -0.4005
C 3.231 1.681 -2.303 -0.8956
S 3.881 1.287 -0.785 0.7096
S 4.145 0.932 -3.763 0.7738
C 4.391 -0.869 -3.340 -0.4941
C 5.682 -1.163 -2.410 -0.3203
C 5.294 -2.076 -1.130 -0.1471
H 3.417 5.909 0.358 0.0819
H 5.191 5.587 0.989 0.0724
H 3.921 4.213 0.997 0.0664
H 5.556 5.458 -1.392 0.1008
H 5.380 3.683 -0.979 0.0744
H 4.080 4.180 -3.115 0.1105
H 3.327 5.710 -2.430 0.1101
H 1.407 4.598 -1.850 0.1284
H 2.257 3.602 -0.567 0.1026
H 0.096 2.866 -1.674 0.1112
H 1.019 1.412 -0.926 0.0960
H -0.939 1.519 -3.289 0.1075
H 0.700 0.771 -3.792 0.0960
H -0.425 -1.169 -3.128 0.1115
H 0.624 -0.742 -1.680 0.0641
H -2.095 0.719 -1.621 0.0346
H -2.485 -0.997 -2.085 0.0714
H -2.424 -2.091 3.222 0.0500
H -0.977 -0.961 3.407 0.0650
H -3.821 2.114 2.329 0.0490
H -4.747 3.059 0.967 0.0686
H -5.614 1.793 1.984 0.0790
H -4.928 0.310 -1.670 0.0801
H -4.005 1.988 -1.591 0.0536
H -5.796 1.802 -1.059 0.0711
H -1.858 3.174 1.206 0.0887
H -2.112 2.481 -0.302 0.0381
H 0.515 1.909 2.136 0.0985
H -1.418 -6.804 4.369 0.1416
H 2.522 -0.850 0.540 0.0004
H 0.308 -2.887 -1.007 0.0247
H 4.588 -1.403 -4.350 0.0825
H 3.416 -1.313 -2.917 0.0898
H 6.175 -0.188 -2.026 0.0827
H 6.472 -1.732 -3.006 0.0949
H 6.224 -2.384 -0.514 0.0767
H 4.770 -3.048 -1.480 0.0832
H 4.557 -1.544 -0.416 0.0360
```

Net charge: -1
Frontier orbital gap: 0.1919 hartree
E_tot: -3645.5921 a.u.

A 3-piece molecular cluster, C21H38Cl4N4O9P overall at a distorted geometry, computed with ωB97M-V with the def2-TZVPD basis set.

The geometry in XYZ format:
```
77
Properties=species:S:1:pos:R:3:lowdin_charge:R:1
C -2.276 1.986 1.492 -0.0650
C -1.594 1.267 2.647 -0.2237
N -1.229 -0.132 2.319 -0.0698
C -0.542 -0.727 3.472 -0.1542
C 0.761 -1.448 3.120 -0.1156
N 1.850 -0.472 2.937 -0.1462
C 2.327 -0.104 1.779 -0.4457
N 3.308 0.839 1.846 0.0332
C 4.061 1.215 0.624 -0.2103
C 3.977 2.730 0.419 -0.6972
C 4.397 3.176 -0.967 -0.1181
Cl 5.158 3.459 1.577 0.6453
N 1.764 -0.655 0.631 -0.0554
C 1.014 0.278 -0.225 -0.1074
C 1.132 0.090 -1.722 -0.2144
O 2.406 0.487 -2.233 -0.0673
C 2.469 -1.748 -0.022 -0.6114
Cl 3.851 -2.240 1.066 0.7222
C 1.633 -3.031 -0.224 -0.7534
C 0.128 -2.825 -0.340 -0.0939
Cl 2.297 -3.980 -1.571 0.6764
P 2.598 0.253 4.418 0.6486
O 1.805 -0.447 5.639 -0.3109
Cl 4.424 -0.725 4.402 0.2816
C -2.499 -0.808 2.065 -0.4876
C -2.856 -1.073 0.624 0.0232
O -3.245 -1.108 2.919 0.1559
H -1.841 1.743 0.526 0.0706
H -2.188 3.059 1.609 0.0792
H -3.339 1.777 1.435 0.0712
H -2.281 1.284 3.495 0.1258
H -0.721 1.845 2.943 0.1115
H -0.319 0.073 4.169 0.1004
H -1.163 -1.420 4.036 0.1330
H 0.678 -2.148 2.309 0.1023
H 1.020 -2.032 3.995 0.1070
H 2.904 1.699 2.216 0.1109
H 5.105 1.020 0.839 0.1094
H 3.820 0.659 -0.273 0.1021
H 2.980 3.114 0.615 0.1000
H 4.063 4.199 -1.100 0.0846
H 3.938 2.591 -1.752 0.0610
H 5.469 3.162 -1.108 0.0800
H 1.309 1.302 0.009 0.1308
H -0.038 0.233 0.036 0.0901
H 0.387 0.731 -2.179 0.1333
H 0.956 -0.921 -2.077 0.0995
H 2.291 1.228 -2.838 0.0949
H 2.974 -1.505 -0.954 0.0816
H 1.793 -3.643 0.651 0.0659
H -0.262 -3.651 -0.922 0.0824
H -0.172 -1.928 -0.862 0.0530
H -0.388 -2.866 0.611 0.0706
H 1.998 -1.403 5.643 0.0632
H -2.061 -0.821 -0.065 0.0605
H -3.153 -2.105 0.493 0.1024
H -3.699 -0.432 0.406 0.0646
C 2.069 -0.653 -5.840 -0.1144
C 1.614 -2.093 -5.897 -0.1066
O 0.612 -2.140 -4.875 0.0586
C 0.141 -0.882 -4.693 -0.5806
O -0.804 -0.605 -4.028 0.1552
O 0.901 0.022 -5.362 0.0555
H 2.372 -0.264 -6.809 0.1360
H 2.880 -0.500 -5.125 0.1263
H 1.153 -2.354 -6.851 0.1376
H 2.415 -2.797 -5.687 0.1352
C -7.983 1.283 -0.019 -0.1130
C -6.865 2.278 -0.226 -0.1165
O -5.729 1.428 -0.422 0.0398
C -6.182 0.222 -0.863 -0.5637
O -5.486 -0.646 -1.276 0.1622
O -7.530 0.150 -0.766 0.0710
H -8.940 1.634 -0.395 0.1353
H -8.098 0.992 1.027 0.1350
H -7.006 2.888 -1.120 0.1346
H -6.715 2.933 0.630 0.1320
```

Net charge: +1
Frontier orbital gap: 0.3227 hartree
Relative energy (zero: lowest compared OMol25 entry of this formula, charge and spin): 13.0 kcal/mol
E_tot: -3901.1153 a.u.